[1]
# C22HCl56F9O3

A 15-piece molecular cluster, C22HCl56F9O3 overall in a non-equilibrium geometry (wB97M-V/def2-TZVPD, the OMol25 dataset).

* LUMO energy: -0.0550 Ha
* Kohn-Sham gap: 0.34971 hartree
* multiplicity: 1
* HOMO: -11.012 eV

Atoms and positions in Å:
O -2.679 4.780 1.447
C -2.013 3.807 1.413
C -2.286 2.391 0.947
C -1.090 1.840 0.716
C -0.938 0.396 0.282
F -2.127 -0.208 0.547
F -0.749 0.268 -1.051
C 0.112 -0.457 1.046
F -0.021 -1.728 0.638
F -0.221 -0.390 2.347
C 1.609 -0.044 0.898
F 1.928 0.774 1.910
F 1.842 0.543 -0.274
C 2.581 -1.265 0.996
F 2.307 -2.045 2.027
F 2.561 -1.934 -0.153
F 3.811 -0.747 1.183
C -0.053 2.899 0.982
O 1.029 3.076 0.540
O -0.689 3.781 1.852
H -3.217 1.866 0.809
C -2.100 8.127 -0.372
Cl -1.479 9.117 0.950
Cl -2.016 9.045 -1.881
Cl -1.122 6.664 -0.523
Cl -3.777 7.684 -0.046
C -1.786 3.125 -4.035
Cl -1.189 1.920 -2.889
Cl -1.167 2.799 -5.652
Cl -3.554 3.072 -4.053
Cl -1.249 4.718 -3.496
C 2.433 -5.942 -0.486
Cl 2.288 -4.606 0.657
Cl 1.469 -5.585 -1.925
Cl 4.127 -6.134 -0.947
Cl 1.851 -7.433 0.262
C -4.108 3.754 -8.557
Cl -3.416 4.789 -7.308
Cl -3.959 4.535 -10.130
Cl -3.251 2.206 -8.589
Cl -5.815 3.465 -8.203
C 0.430 12.959 1.647
Cl -0.652 14.309 2.012
Cl 0.394 12.627 -0.087
Cl 2.070 13.376 2.140
Cl -0.107 11.523 2.526
C 1.915 -10.014 3.767
Cl 1.756 -8.693 4.926
Cl 0.919 -9.683 2.347
Cl 3.599 -10.139 3.274
Cl 1.343 -11.517 4.532
C -5.281 2.117 -13.401
Cl -4.240 3.382 -14.066
Cl -5.115 0.650 -14.370
Cl -4.804 1.788 -11.736
Cl -6.961 2.660 -13.437
C 4.884 -14.389 2.629
Cl 3.605 -13.471 3.426
Cl 5.144 -13.718 1.016
Cl 6.375 -14.249 3.569
Cl 4.428 -16.088 2.503
C -6.293 2.799 3.070
Cl -7.600 2.031 2.167
Cl -4.851 2.906 2.043
Cl -6.781 4.422 3.558
Cl -5.915 1.837 4.500
C 0.233 -16.380 4.661
Cl 0.912 -17.082 3.193
Cl 0.917 -17.185 6.076
Cl 0.617 -14.656 4.725
Cl -1.522 -16.589 4.653
C 4.676 16.368 3.541
Cl 5.365 15.104 4.565
Cl 5.274 16.176 1.890
Cl 2.917 16.228 3.544
Cl 5.149 17.952 4.160
C 8.129 -10.879 0.255
Cl 8.447 -9.308 -0.488
Cl 6.559 -10.850 1.058
Cl 8.121 -12.129 -0.994
Cl 9.388 -11.238 1.439
C -9.156 6.995 5.647
Cl -10.449 6.210 4.737
Cl -7.714 7.109 4.630
Cl -9.666 8.614 6.127
Cl -8.782 6.040 7.084
C 5.778 -2.135 -2.352
Cl 6.901 -3.386 -1.801
Cl 6.667 -0.912 -3.267
Cl 4.550 -2.871 -3.392
Cl 4.993 -1.396 -0.960

***

[2]
# C23H10Cl2IrN4O7

C23H10Cl2IrN4O7 as an isolated structure in a non-equilibrium geometry (wB97M-V/def2-TZVPD, the OMol25 dataset).

* LUMO energy (alpha / beta): 0.0242 / -0.0132 Ha
* Kohn-Sham gap (alpha / beta): 0.11684 / 0.16407 hartree
* charge: -1
* multiplicity: 5
* HOMO (alpha / beta): -2.520 / -4.825 eV

Atoms and positions in Å:
Ir 0.208 -0.063 -0.177
Cl -3.870 2.339 4.730
C -3.269 1.700 3.244
C -1.909 1.557 3.073
C -1.435 1.050 1.856
N -0.134 0.973 1.485
C 0.829 0.707 2.502
O 1.154 1.491 3.377
C 1.197 -0.694 2.414
C 1.850 -1.370 3.457
C 1.878 -2.741 3.463
C 1.285 -3.427 2.385
C 0.757 -2.702 1.338
N 0.698 -1.375 1.329
C -2.363 0.566 0.876
C -3.735 0.778 1.049
C -4.175 1.334 2.232
Cl -5.865 1.578 2.473
N -1.778 -0.080 -0.164
C -2.356 0.065 -1.455
O -3.469 -0.325 -1.769
C -1.483 0.908 -2.253
C -1.899 1.505 -3.453
C -1.166 2.529 -3.993
C 0.018 2.922 -3.338
C 0.426 2.228 -2.220
N -0.287 1.251 -1.669
H -1.208 1.865 3.834
H 2.276 -0.774 4.250
H 2.346 -3.288 4.270
H 1.240 -4.504 2.373
H 0.362 -3.204 0.465
H -4.423 0.467 0.276
H -2.821 1.154 -3.896
H -1.481 3.027 -4.900
H 0.603 3.751 -3.700
H 1.364 2.463 -1.736
O 4.978 -2.250 -3.555
C 4.036 -1.816 -2.891
C 4.133 -0.823 -1.775
O 5.173 -0.339 -1.363
C 2.750 -0.631 -1.282
C 1.856 -1.396 -2.050
O 0.601 -1.410 -1.803
C 2.598 -2.188 -3.057
O 2.168 -2.957 -3.901
O 2.342 0.149 -0.354

***

[3]
# C23H10F15GeIrO2S2Se2

C23H10F15GeIrO2S2Se2 as an isolated structure (wB97M-V/def2-TZVPD, the OMol25 dataset).

* ΔE to the lowest compared entry with this formula, charge and spin: 27.82 kcal/mol
* LUMO energy (alpha / beta): 0.1416 / 0.1415 Ha
* Kohn-Sham gap (alpha / beta): 0.14791 / 0.17249 hartree
* charge: -2
* multiplicity: 5
* HOMO (alpha / beta): -0.171 / -0.844 eV

Atoms and positions in Å:
Ir 1.382 0.777 0.301
O 0.005 5.647 3.498
C 0.606 4.471 4.050
C 0.732 3.363 2.992
C 1.535 2.290 3.724
O 1.384 1.016 3.126
C -0.682 2.876 2.648
Se -0.950 1.678 1.090
C 1.454 3.962 1.764
Se 2.759 2.848 0.815
H -0.095 6.279 4.214
H -0.005 4.109 4.887
H 1.608 4.714 4.431
H 1.172 2.227 4.764
H 2.593 2.584 3.734
H 2.094 0.457 3.449
H -1.284 3.764 2.445
H -1.101 2.392 3.538
H 1.982 4.867 2.070
H 0.697 4.254 1.038
F 5.011 -0.795 4.064
C 3.780 -0.888 4.597
C 2.786 -1.654 4.017
C 1.559 -1.656 4.663
F 0.535 -2.371 4.198
C 1.320 -0.931 5.820
F 0.126 -0.960 6.418
C 2.339 -0.166 6.358
F 2.124 0.547 7.475
C 3.579 -0.142 5.754
F 4.569 0.590 6.279
Ge 2.856 -2.494 2.200
S 1.401 -1.738 0.895
C 2.672 -4.482 2.478
C 2.804 -5.285 1.361
F 3.160 -4.768 0.178
C 2.599 -6.656 1.388
F 2.743 -7.399 0.282
C 2.249 -7.262 2.579
F 2.043 -8.588 2.626
C 2.123 -6.499 3.725
F 1.807 -7.087 4.887
C 2.344 -5.131 3.650
F 2.243 -4.468 4.815
C 4.781 -2.466 1.692
C 5.701 -3.152 2.460
F 5.317 -3.768 3.598
C 7.046 -3.235 2.152
F 7.902 -3.909 2.935
C 7.502 -2.594 1.014
F 8.802 -2.654 0.689
C 6.619 -1.895 0.218
F 7.068 -1.286 -0.885
C 5.270 -1.836 0.561
F 4.491 -1.152 -0.262
S 1.123 0.737 -1.856